No. 1
A structure of composition C21H25BCrN8O5 in a non-equilibrium geometry, computed with ωB97M-V/def2-TZVPD.

Properties
Expectation value of S²: 3.778
Lowest unoccupied orbital energy (alpha / beta) (eV): -3.9 / -3.9
Relative energy (zero: lowest compared OMol25 entry of this formula, charge and spin) (kcal per mole): 12.79
HOMO-LUMO gap (alpha / beta) (eV): 8.3 / 8.3

Structure (ORCA input):
```
! wB97M-V def2-TZVPD RIJCOSX def2/J DEFGRID3
* xyz 1 4
Cr -0.4199 -0.6661 -0.3736
C -1.1203 0.0505 -3.8306
C -0.1018 0.8050 -3.0509
C 0.4252 2.0468 -3.3720
C 1.2750 2.3856 -2.3315
C 2.1132 3.6058 -2.1544
N 1.2519 1.3882 -1.4463
N 0.4271 0.3906 -1.8806
B 1.9671 1.1783 -0.0832
N 0.9204 1.4115 1.0418
N -0.0001 0.4247 1.3089
C -0.6767 0.8257 2.4089
C -1.7229 0.0395 3.1208
C -0.2027 2.0691 2.8068
C 0.7993 2.4047 1.9276
C 1.6807 3.6059 1.9220
N 2.4112 -0.3013 0.0014
N 1.5035 -1.3211 -0.0247
C 2.1733 -2.4618 0.1665
C 1.4835 -3.7814 0.2594
C 3.5336 -2.1789 0.2998
C 3.6420 -0.8053 0.1941
C 4.8632 0.0459 0.2771
H -1.1634 0.4464 -4.8432
H -0.8881 -1.0081 -3.9157
H -2.1108 0.1691 -3.3865
H 0.2279 2.6249 -4.2598
H 1.9861 4.2646 -3.0098
H 1.8262 4.1552 -1.2577
H 3.1693 3.3491 -2.0675
H 2.9002 1.9060 0.0369
H -1.7178 -1.0043 2.8320
H -1.5326 0.0898 4.1924
H -2.7172 0.4545 2.9492
H -0.5150 2.6355 3.6692
H 1.4162 4.2556 2.7528
H 2.7299 3.3260 2.0210
H 1.5707 4.1753 0.9987
H 0.4197 -3.6531 0.4629
H 1.5963 -4.3687 -0.6520
H 1.9055 -4.3604 1.0806
H 4.3332 -2.8813 0.4668
H 5.7359 -0.5844 0.4316
H 5.0078 0.6172 -0.6398
H 4.7965 0.7520 1.1048
O -6.1138 -0.3887 0.4734
C -5.7082 -1.5640 0.9311
O -6.4339 -2.3738 1.4370
C -4.2484 -1.8501 0.8246
C -3.6805 -3.0336 1.2414
N -2.3623 -2.9554 0.9817
N -2.0483 -1.7683 0.4333
C -3.1877 -1.1057 0.3270
C -3.1132 0.2254 -0.3170
O -4.1194 0.8829 -0.4878
O -1.9044 0.5564 -0.6255
H -5.3717 0.1393 0.0901
H -4.1429 -3.9004 1.6873
H -1.6566 -3.6375 1.1855
O -0.5737 -3.3015 -2.5154
C -0.5374 -2.4474 -1.8207
*
```

***

No. 2
A structure of composition C36H57N4P2S2Ta, computed with ωB97M-V/def2-TZVPD.

Properties
Lowest unoccupied orbital energy (eV): 0.3
Relative energy (zero: lowest compared OMol25 entry of this formula, charge and spin) (kcal per mole): 0.00
HOMO-LUMO gap (eV): 7.0

Structure (ORCA input):
```
! wB97M-V def2-TZVPD RIJCOSX def2/J DEFGRID3
* xyz 0 1
Ta -0.2641 1.2386 -1.4269
C -0.2041 -2.4669 -3.0880
C -1.2490 -1.5589 -3.7326
C -2.1927 -2.3524 -4.6340
P -1.9822 -0.4478 -2.4483
C -3.5830 0.2105 -3.1076
C -4.7142 -0.8202 -3.0639
C -4.0166 1.4516 -2.3258
C -2.4177 -1.3730 -0.9682
C -2.9020 -2.6813 -0.9511
C -3.1719 -3.3418 0.2332
C -3.6653 -4.7622 0.2546
C -2.9356 -2.6434 1.4182
C -2.4601 -1.3507 1.4241
C -2.1941 -0.6701 0.2261
N -1.6617 0.6330 0.1802
C -1.9631 1.4725 1.2608
C -3.2288 1.4619 1.8698
C -3.4988 2.2268 2.9840
C -2.5279 3.0470 3.5599
C -2.8192 3.8650 4.7894
C -1.3008 3.1148 2.9241
C -1.0187 2.3854 1.7653
P 0.4829 2.5673 0.7784
C 0.9661 4.3614 0.6518
C 0.1597 5.1204 -0.3989
C 0.9726 5.2040 1.9312
C 1.8615 1.7418 1.7097
C 1.6899 0.2263 1.6027
C 2.0101 2.1229 3.1815
H 0.3602 -2.9896 -3.8646
H -0.6706 -3.2168 -2.4482
H 0.4856 -1.8978 -2.4653
H -0.7319 -0.8261 -4.3637
H -2.7258 -3.1315 -4.0875
H -1.6003 -2.8469 -5.4070
H -2.9232 -1.7183 -5.1352
H -3.3666 0.4821 -4.1466
H -4.9504 -1.0761 -2.0300
H -4.4866 -1.7422 -3.5938
H -5.6110 -0.3864 -3.5117
H -4.1671 1.1970 -1.2725
H -4.9693 1.8147 -2.7172
H -3.2820 2.2508 -2.3834
H -3.0629 -3.1986 -1.8904
H -3.7705 -5.1555 -0.7565
H -4.6363 -4.8388 0.7477
H -2.9696 -5.4072 0.7947
H -3.0980 -3.1427 2.3671
H -2.2523 -0.8713 2.3707
H -3.9986 0.8193 1.4628
H -4.4879 2.1812 3.4269
H -3.5447 3.3659 5.4320
H -3.2311 4.8422 4.5263
H -1.9139 4.0356 5.3728
H -0.5376 3.7536 3.3461
H 2.0020 4.2716 0.2996
H -0.8969 5.1573 -0.1227
H 0.2319 4.6721 -1.3829
H 0.5260 6.1480 -0.4515
H -0.0461 5.4317 2.2435
H 1.4583 6.1561 1.7087
H 1.5010 4.7525 2.7665
H 2.7632 2.0414 1.1631
H 0.7913 -0.1086 2.1290
H 2.5419 -0.2724 2.0735
H 1.6135 -0.1088 0.5696
H 1.0811 1.9409 3.7246
H 2.3117 3.1562 3.3356
H 2.7788 1.4897 3.6310
C 5.4567 -3.0541 -0.0360
C 4.3629 -3.0604 0.9801
C 4.5387 -2.9781 2.3268
C 3.3744 -2.9743 3.1379
N 2.1582 -3.0338 2.6571
C 1.9625 -3.0967 1.3093
S 0.4791 -3.0900 0.5776
N 3.0988 -3.1347 0.5163
C 3.5014 -2.8614 4.6266
H 6.4299 -3.0875 0.4463
H 5.3915 -2.1477 -0.6409
H 5.3640 -3.9107 -0.7053
H 5.5272 -2.9231 2.7564
H 2.9207 -3.1595 -0.4785
H 4.4913 -3.1538 4.9729
H 2.7394 -3.4699 5.1084
H 3.3262 -1.8237 4.9191
C 3.4234 1.4912 -2.2189
C 2.5555 0.2567 -2.4954
C 2.3161 0.1342 -4.0039
C 3.2763 -0.9938 -1.9800
N 1.2966 0.4292 -1.8217
H 4.3824 1.4242 -2.7388
H 3.6139 1.5801 -1.1463
H 2.8971 2.3859 -2.5541
H 3.2625 0.1034 -4.5494
H 1.7318 0.9890 -4.3471
H 1.7596 -0.7788 -4.2265
H 4.2374 -1.1196 -2.4862
H 2.6593 -1.8757 -2.1710
H 3.4445 -0.9088 -0.9034
S -0.6658 2.8352 -2.8916
*
```